# 1
The following is a quantum chemistry calculation of a 4-piece molecular cluster, C36H65ClN3O8 overall in a non-equilibrium geometry, from OMol25.

Values from the calculation:
* expectation value of S²: 3.764
* highest occupied orbital energy (spin up / spin down): -8.9 / -9.5 eV
* E_LUMO (spin up / spin down): -1.669 / -1.670 eV
* relative energy (zero: lowest compared OMol25 entry of this formula, charge and spin): 8.3204 eV

Geometry as ORCA input:
```
! RIJCOSX wB97M-V def2-TZVPD def2/J DEFGRID3
* xyz 0 4
C 1.6680 -3.0280 6.1784
C 0.9273 -2.9444 4.7186
O 1.8065 -3.1506 3.5575
C 2.8996 -2.1672 3.5209
C 3.3980 -1.7684 1.9894
O 3.6444 -0.3215 1.9946
C 2.8309 0.4022 1.0096
C 2.2736 1.8660 1.5248
C 0.9962 1.9499 2.3184
Cl -0.1648 0.6275 2.8984
C 0.8097 3.5635 2.5571
O -0.3800 3.9575 3.0511
O 1.9936 4.3306 2.1330
C 2.8366 3.3907 1.3202
O 3.8452 3.8594 0.5671
H 1.3882 -2.0541 6.7906
H 1.1938 -3.9361 6.7727
H 2.8340 -3.1195 6.1435
H 0.3450 -1.9057 4.6886
H 0.0759 -3.7810 4.7113
H 2.4921 -1.1604 3.9907
H 3.8516 -2.5205 4.1036
H 4.4051 -2.3560 1.7505
H 2.6089 -2.1448 1.2138
H 1.9052 -0.1797 0.5946
H 3.5250 0.6373 0.0676
C -7.0088 5.2736 2.5288
C -6.4868 3.8448 2.1897
C -6.1235 3.0849 3.4974
C -4.8291 3.5671 4.1449
C -3.6792 3.5634 3.1418
C -4.0090 4.3446 1.8415
N -5.3249 3.9495 1.2425
O -5.1560 2.6913 0.6345
C -3.9963 5.8683 2.1458
C -2.8172 4.1685 0.8475
C -7.7281 3.1325 1.5571
H -8.1043 5.3214 2.5459
H -6.6759 5.6209 3.5086
H -6.6998 6.0087 1.7768
H -6.0208 2.0113 3.2860
H -6.9402 3.1731 4.2237
H -4.9612 4.5684 4.5679
H -4.5778 2.9119 4.9874
H -2.7867 3.9823 3.6211
H -3.4324 2.5208 2.9003
H -4.3064 6.4462 1.2679
H -2.9914 6.2078 2.4178
H -4.6369 6.1506 2.9837
H -2.6068 3.1141 0.6191
H -1.8921 4.5793 1.2574
H -3.0149 4.6870 -0.1021
H -8.0319 3.6219 0.6244
H -8.5828 3.1608 2.2391
H -7.5471 2.0724 1.3463
C 3.5931 -5.9710 -3.2581
C 3.6383 -6.0320 -1.7014
C 3.4263 -7.4952 -1.2181
C 1.9847 -7.9777 -1.3446
C 1.0198 -7.0062 -0.6710
C 1.1924 -5.5441 -1.1631
N 2.6187 -5.0846 -1.1348
O 2.9622 -4.8425 0.2086
C 0.6196 -5.4203 -2.6022
C 0.2474 -4.6283 -0.3220
C 5.1089 -5.6262 -1.3529
H 4.5955 -5.9816 -3.7026
H 3.0593 -6.8164 -3.6962
H 3.1289 -5.0448 -3.6156
H 3.7257 -7.5846 -0.1643
H 4.0805 -8.1750 -1.7767
H 1.7157 -8.1118 -2.3975
H 1.8895 -8.9654 -0.8783
H -0.0077 -7.3469 -0.8440
H 1.1772 -7.0572 0.4148
H 0.8001 -4.4199 -3.0115
H -0.4634 -5.5825 -2.6109
H 1.0305 -6.1533 -3.2993
H 0.4414 -4.6954 0.7579
H -0.8005 -4.9042 -0.4585
H 0.3512 -3.5744 -0.6191
H 5.3201 -4.5973 -1.6668
H 5.8240 -6.2801 -1.8605
H 5.3304 -5.7120 -0.2832
C 0.6303 0.6741 -4.8255
C 0.3908 1.2279 -3.3885
C -0.7820 2.2497 -3.3987
C -0.4152 3.5948 -4.0180
C 0.8416 4.1715 -3.3727
C 2.0352 3.1789 -3.3809
N 1.6674 1.8214 -2.8630
O 1.5487 1.9167 -1.4636
C 2.5935 3.0660 -4.8267
C 3.2169 3.8257 -2.5907
C -0.0794 -0.0249 -2.5774
H 0.1396 -0.2937 -4.9837
H 0.2453 1.3385 -5.6013
H 1.6937 0.4935 -5.0198
H -1.1264 2.4292 -2.3705
H -1.6412 1.8318 -3.9366
H -0.2753 3.4942 -5.0993
H -1.2469 4.2963 -3.8829
H 1.1145 5.0987 -3.8899
H 0.6011 4.4597 -2.3405
H 3.3849 2.3102 -4.8835
H 3.0287 4.0152 -5.1566
H 1.8323 2.8197 -5.5696
H 2.9441 4.0896 -1.5591
H 3.5512 4.7527 -3.0614
H 4.0819 3.1478 -2.5485
H 0.7098 -0.7843 -2.5302
H -0.9543 -0.4858 -3.0452
H -0.3815 0.2217 -1.5533
*
```

---

# 2
The following is a quantum chemistry calculation of an isolated ion of composition C4H6N2 and charge +2 in a non-equilibrium geometry, from OMol25.

Values from the calculation:
* SMILES string: C=[N+]1C=[N+]=CC1
* highest occupied orbital energy: -21.5 eV
* E_LUMO: -13.958 eV
* relative energy (zero: lowest compared OMol25 entry of this formula, charge and spin): 3.6168 eV

Geometry as ORCA input:
```
! RIJCOSX wB97M-V def2-TZVPD def2/J DEFGRID3
* xyz 2 1
C -1.0342 -1.0685 0.9453
C -0.1957 -0.7345 -1.1386
C 1.1030 1.2735 -0.8186
C -0.2352 0.1234 1.0327
N -1.0030 -1.6626 -0.1800
N 0.3177 0.2180 -0.3600
H -1.4867 -1.6163 1.8064
H -0.0673 -1.0149 -2.1512
H 1.5395 2.0989 -0.3236
H 1.2165 1.5114 -1.9016
H -0.5977 1.0645 1.2718
H 0.4434 -0.1927 1.8174
*
```